# 1
Density functional theory data (the ωB97M-V functional and the def2-TZVPD basis) for a molecular structure, C18H33BrF7INbOS at a distorted geometry.

Each line ends with the Löwdin charge.
CARTESIAN COORDINATES (ANGSTROEM)
1 C 0.744 0.751 2.368  -0.1094
2 C 0.935 2.258 2.117  -0.2369
3 C -0.047 2.832 1.089  -0.2091
4 C -1.451 3.116 1.661  -0.1973
5 C -2.598 2.718 0.716  -0.2192
6 C -3.293 1.417 1.119  -0.2159
7 C -4.142 0.817 -0.008  -0.2153
8 C -4.167 -0.706 -0.031  -0.2231
9 C -2.806 -1.362 -0.224  -0.2143
10 C -2.100 -0.998 -1.540  -0.2302
11 C -0.909 -0.057 -1.319  -0.3212
12 C 0.318 -0.750 -0.712  -0.3626
13 Nb 1.736 -2.022 -1.863  1.0824
14 S 3.523 -3.168 -3.215  0.1469
15 Br 0.627 -1.250 -4.061  0.0386
16 I 0.065 -4.316 -1.846  0.0626
17 O 2.585 -2.603 -0.242  -0.4638
18 C 2.379 -2.204 1.107  -0.3127
19 C 1.352 -3.097 1.790  -0.2360
20 C 0.906 -2.494 3.133  -0.0973
21 C 3.165 -0.178 -1.733  -0.4317
22 F 3.465 0.010 -0.385  -0.0109
23 F 4.388 -0.442 -2.341  -0.0482
24 C 2.771 1.248 -2.256  -0.3841
25 F 1.421 1.346 -2.375  0.0563
26 F 3.158 2.218 -1.378  0.1101
27 C 3.395 1.660 -3.615  -0.5539
28 F 3.327 0.699 -4.537  0.1395
29 F 2.774 2.739 -4.093  0.1659
30 F 4.700 1.974 -3.459  0.1471
31 H 1.699 0.217 2.352  0.0512
32 H 0.285 0.539 3.340  0.0753
33 H 0.109 0.302 1.598  0.0519
34 H 1.959 2.457 1.793  0.0995
35 H 0.797 2.799 3.061  0.0990
36 H -0.137 2.128 0.256  0.0801
37 H 0.368 3.755 0.673  0.1092
38 H -1.526 4.182 1.908  0.1021
39 H -1.565 2.572 2.607  0.1042
40 H -2.200 2.605 -0.299  0.0981
41 H -3.348 3.517 0.665  0.1081
42 H -3.914 1.620 1.998  0.1136
43 H -2.536 0.692 1.436  0.0934
44 H -3.766 1.189 -0.971  0.1038
45 H -5.176 1.182 0.067  0.1075
46 H -4.616 -1.077 0.899  0.1080
47 H -4.830 -1.028 -0.848  0.1104
48 H -2.938 -2.446 -0.151  0.1055
49 H -2.152 -1.078 0.608  0.0863
50 H -2.807 -0.500 -2.221  0.1093
51 H -1.776 -1.903 -2.056  0.0207
52 H -1.250 0.722 -0.611  0.0677
53 H -0.656 0.467 -2.237  0.0460
54 H 0.954 0.023 -0.255  0.0296
55 H -0.026 -1.373 0.130  0.0391
56 H 2.715 -3.953 -3.923  -0.2985
57 H 2.078 -1.156 1.163  0.0522
58 H 3.341 -2.281 1.630  0.1301
59 H 1.809 -4.082 1.940  0.1102
60 H 0.501 -3.253 1.119  0.0492
61 H -0.171 -2.305 3.166  0.0721
62 H 1.403 -1.534 3.324  0.0439
63 H 1.146 -3.155 3.970  0.0648

- Charge: -1
- Spin multiplicity: 1
- Kohn-Sham gap: 0.2537 hartree
- Highest occupied orbital energy: -5.42 eV

---

# 2
Density functional theory data (the ωB97M-V functional and the def2-TZVPD basis) for 2 unconnected molecules or ions with the total composition C4H14N2O at a distorted geometry.

Each line ends with the Löwdin charge.
CARTESIAN COORDINATES (ANGSTROEM)
1 C 0.509 0.713 1.748  -0.1630
2 N -0.273 0.110 0.650  -0.2962
3 C -1.157 -0.870 1.346  -0.1067
4 C 0.706 -0.598 -0.325  -0.1646
5 C 0.142 -1.177 -1.625  -0.3109
6 N -0.293 -0.301 -2.699  -0.0162
7 H -0.087 1.304 2.484  0.1077
8 H 0.991 -0.162 2.111  0.0533
9 H 1.421 1.360 1.649  0.1017
10 H -1.542 -1.540 0.561  0.0692
11 H -2.058 -0.434 1.891  0.1038
12 H -0.615 -1.408 2.126  0.0699
13 H 1.363 0.251 -0.535  0.1064
14 H 1.024 -1.461 0.288  0.1182
15 H 0.786 -1.936 -2.111  0.1195
16 H -0.726 -1.710 -1.196  0.0882
17 H -0.785 0.488 -2.314  0.0388
18 H 0.691 0.159 -2.946  0.1208
19 O 0.196 2.551 -0.262  -0.1217
20 H 0.122 2.614 -1.218  0.0250
21 H -0.417 2.047 0.377  0.0569

- Structure (SMILES): CN(C)CCN.O
- Spin multiplicity: 1
- Kohn-Sham gap: 0.3626 hartree
- Highest occupied orbital energy: -8.94 eV

---

# 3
Density functional theory data (the ωB97M-V functional and the def2-TZVPD basis) for a molecular structure, C29H29Cl2F3N8O2PSW.

Each line ends with the Löwdin charge.
CARTESIAN COORDINATES (ANGSTROEM)
1 W 0.041 0.067 -0.224  1.2293
2 S 0.004 -0.328 2.208  0.6538
3 C 0.873 -1.862 2.278  -0.7144
4 N 0.995 -2.684 3.282  0.0918
5 N 0.590 -2.339 4.484  0.0296
6 C 0.709 -1.097 5.160  -0.2804
7 C 1.734 -0.210 4.851  -0.0752
8 C 1.920 0.911 5.641  -0.0787
9 C 1.076 1.171 6.712  -0.0703
10 C 0.055 0.280 7.011  -0.0638
11 C -0.126 -0.861 6.245  -0.0176
12 N 1.226 -2.495 1.124  0.0300
13 N 1.006 -1.951 0.031  -0.1179
14 C 1.110 -2.892 -1.081  -0.2424
15 C 1.245 -2.472 -2.399  -0.0402
16 C 1.282 -3.414 -3.418  -0.0636
17 C 1.187 -4.765 -3.139  -0.0719
18 C 1.048 -5.181 -1.822  -0.0757
19 C 0.999 -4.256 -0.797  -0.0393
20 H 0.507 -3.141 5.093  0.1578
21 H 2.431 -0.442 4.056  0.0986
22 H 2.754 1.569 5.437  0.0992
23 H 1.229 2.047 7.326  0.1102
24 H -0.597 0.466 7.853  0.1124
25 H -0.914 -1.564 6.485  0.1205
26 H 1.355 -1.431 -2.647  0.0807
27 H 1.398 -3.075 -4.439  0.1143
28 H 1.217 -5.492 -3.940  0.1133
29 H 0.964 -6.234 -1.588  0.1140
30 H 0.865 -4.590 0.220  0.1115
31 C 2.111 4.923 1.023  -0.1713
32 N 1.858 4.102 2.208  -0.1336
33 C 3.116 3.504 2.649  -0.1706
34 N 3.797 2.733 1.611  -0.1355
35 C 3.994 3.593 0.441  -0.1687
36 N 2.758 4.189 -0.059  -0.1379
37 C 1.869 3.191 -0.650  -0.2694
38 P 1.393 1.956 0.627  0.9276
39 C 0.834 3.096 1.962  -0.2787
40 C 3.065 1.516 1.264  -0.2655
41 H 2.767 5.744 1.316  0.1349
42 H 1.170 5.342 0.665  0.1334
43 H 2.913 2.860 3.503  0.1106
44 H 3.785 4.306 2.964  0.1362
45 H 4.470 3.019 -0.355  0.1351
46 H 4.665 4.403 0.732  0.1348
47 H 2.379 2.686 -1.470  0.0940
48 H 0.975 3.667 -1.054  0.1075
49 H 0.619 2.532 2.873  0.0917
50 H -0.085 3.575 1.630  0.0627
51 H 3.607 0.973 0.486  0.1053
52 H 2.970 0.868 2.138  0.0776
53 O -0.598 0.145 -2.035  -0.3291
54 N 0.429 1.097 -1.910  -0.2068
55 O 1.513 0.328 -1.531  -0.3751
56 F -7.171 4.909 3.611  0.1515
57 C -6.470 5.537 2.653  -0.5924
58 F -6.071 6.713 3.153  0.1471
59 F -7.323 5.793 1.649  0.1527
60 C -5.315 4.693 2.184  -0.1047
61 C -4.009 5.130 2.330  0.0107
62 C -2.966 4.330 1.892  -0.0055
63 C -3.228 3.090 1.313  -0.2272
64 C -4.553 2.658 1.173  -0.0011
65 C -5.591 3.459 1.604  0.0084
66 C -2.174 2.238 0.857  -0.0658
67 C -1.353 1.445 0.439  -0.2981
68 H -3.806 6.090 2.781  0.1261
69 H -1.948 4.675 2.007  0.1065
70 H -4.753 1.695 0.723  0.1216
71 H -6.616 3.131 1.495  0.1321
72 Cl -2.327 -3.781 -2.067  0.6226
73 C -2.591 -2.089 -1.734  -0.8829
74 Cl -2.044 -1.670 -0.047  0.6186
75 H -3.647 -1.849 -1.762  0.0423
76 H -2.008 -1.475 -2.406  0.0124

- Charge: +1
- Spin multiplicity: 1
- Kohn-Sham gap (spin up / spin down): 0.2199 / 0.2199 hartree
- Highest occupied orbital energy (spin up / spin down): -10.76 / -10.76 eV